Entry 1:
ORCA calculation (the ωB97M-V functional and the def2-TZVPD basis) on a structure of composition C26H34Cl2N8O5P2Zr.

Each line ends with the Löwdin charge.
Element x y z (Å)
Zr1 1.16092 -0.47539 -0.33304  1.88
Cl1 4.52023 5.42976 -1.05822  0.73
C1 3.92038 3.85056 -1.37745  -0.67
C2 3.51344 3.06701 -0.30490  -0.04
C3 3.02495 1.79264 -0.54106  -0.22
N1 2.55939 0.88167 0.44714  -0.07
C4 2.94852 0.90867 1.75246  -0.46
O1 3.53596 1.78341 2.34656  0.11
C5 2.55759 -0.37100 2.45827  -0.17
C6 2.96854 -0.62485 3.74957  0.04
C7 2.62454 -1.83758 4.32850  0.01
C8 1.86527 -2.74388 3.60100  -0.02
C9 1.47369 -2.40650 2.32087  -0.10
N2 1.82015 -1.24527 1.74885  -0.02
C10 2.94331 1.29783 -1.85300  -0.21
C11 3.34696 2.08398 -2.91785  -0.02
C12 3.83699 3.36153 -2.67846  -0.67
Cl2 4.33180 4.31743 -4.01791  0.73
N3 2.39673 -0.01293 -1.95544  -0.08
C13 2.73652 -0.87696 -2.96070  -0.44
O2 3.42159 -0.66719 -3.93019  0.13
C14 2.14011 -2.24624 -2.72267  -0.16
C15 2.35980 -3.27956 -3.60831  0.05
C16 1.79098 -4.51528 -3.33977  0.01
C17 1.01022 -4.66886 -2.20160  -0.02
C18 0.82960 -3.58490 -1.36726  -0.11
N4 1.39290 -2.39107 -1.61205  -0.02
H1 3.60525 3.44821 0.69988  0.11
H2 3.55965 0.12255 4.26027  0.14
H3 2.94737 -2.07625 5.33305  0.13
H4 1.58269 -3.70099 4.01509  0.12
H5 0.86944 -3.07956 1.72641  0.10
H6 3.30201 1.71285 -3.92944  0.11
H7 2.97186 -3.09041 -4.47922  0.14
H8 1.95009 -5.34894 -4.01061  0.13
H9 0.54613 -5.61477 -1.96225  0.12
H10 0.21158 -3.65603 -0.48157  0.10
C19 -2.74997 -2.80682 2.18768  -0.06
N5 -2.92013 -1.42883 1.71158  -0.30
C20 -4.04217 -0.70835 2.32403  -0.07
P1 -2.20532 -1.00171 0.32941  0.52
O3 -0.73162 -1.35969 0.28607  -0.41
O4 -2.32496 0.61273 0.32660  -0.23
P2 -1.20081 1.73548 0.02949  0.52
O5 -0.15861 1.05514 -0.85007  -0.39
N6 -1.81465 2.98006 -0.76823  -0.28
C21 -2.65814 3.96944 -0.08657  -0.05
C22 -1.84539 3.05094 -2.23563  -0.04
N7 -0.64516 2.15144 1.48755  -0.28
C23 -1.24318 1.81939 2.78199  -0.05
C24 0.33723 3.25266 1.53024  -0.05
N8 -2.96207 -1.60532 -0.96297  -0.28
C25 -4.38090 -1.97827 -0.94880  -0.05
C26 -2.40145 -1.45081 -2.31062  -0.06
H11 -3.63818 -3.40652 1.97808  0.10
H12 -2.58110 -2.79399 3.26425  0.10
H13 -1.89092 -3.27102 1.70672  0.07
H14 -4.97580 -1.25643 2.18353  0.09
H15 -4.14927 0.28190 1.89049  0.08
H16 -3.86074 -0.60842 3.39453  0.10
H17 -2.56211 3.87612 0.99375  0.08
H18 -3.70512 3.83372 -0.36065  0.10
H19 -2.34175 4.96994 -0.37888  0.10
H20 -1.13501 2.34938 -2.66301  0.08
H21 -1.56292 4.05792 -2.53994  0.10
H22 -2.84873 2.83781 -2.60781  0.10
H23 -1.86590 0.93316 2.70685  0.06
H24 -1.84093 2.65052 3.16264  0.10
H25 -0.44152 1.61905 3.49315  0.10
H26 0.79754 3.39342 0.55292  0.08
H27 1.12214 3.00374 2.24393  0.09
H28 -0.14308 4.18361 1.83738  0.10
H29 -4.71920 -2.16657 0.06613  0.07
H30 -4.50942 -2.89220 -1.52766  0.10
H31 -4.99643 -1.19278 -1.39081  0.10
H32 -1.39376 -1.03834 -2.27114  0.06
H33 -3.02221 -0.77530 -2.90240  0.10
H34 -2.36543 -2.41990 -2.80874  0.10

- Net charge: +2
- LUMO level: -6.0 eV
- HOMO level: -12.61 eV
- HOMO-LUMO gap: 6.63 eV

***

Entry 2:
ORCA calculation (the ωB97M-V functional and the def2-TZVPD basis) on a cluster of 5 separate species, C26H34F12N2O9 in total.

Each line ends with the Löwdin charge.
Element x y z (Å)
C1 -3.54011 -0.52138 4.29491  -0.13
C2 -2.54050 -0.59522 2.96315  -0.25
C3 -1.30334 -1.65795 3.12616  -0.18
C4 0.03099 -1.31800 2.23757  -0.20
C5 1.24037 -2.40864 2.61852  -0.07
N1 2.31179 -3.13556 2.85089  0.12
C6 -0.16603 -1.42302 0.61350  -0.34
C7 -0.83753 -0.04835 -0.04635  -0.06
C8 1.37823 -1.48274 -0.02704  -0.08
N2 2.59258 -1.56095 -0.48882  0.12
C9 -0.89910 -2.81073 0.11482  -0.09
C10 -2.15925 -2.59046 -0.91117  -0.13
O1 -2.09303 -2.12415 -2.16481  -0.07
H1 -4.44509 0.20479 4.08938  0.08
H2 -3.96902 -1.59760 4.45950  0.08
H3 -3.00204 -0.12752 5.25658  0.08
H4 -2.04825 0.47585 2.77806  0.10
H5 -3.23834 -0.89309 2.06522  0.11
H6 -1.73962 -2.73496 2.98158  0.12
H7 -0.96383 -1.59847 4.26927  0.14
H8 0.40015 -0.24160 2.53944  0.16
H9 -1.90813 0.18905 0.36174  0.08
H10 -0.13030 0.84973 0.29391  0.10
H11 -0.82234 -0.04447 -1.21703  0.11
H12 -1.26282 -3.50674 0.99959  0.12
H13 -0.09861 -3.46556 -0.48185  0.15
H14 -3.22985 -2.92888 -0.51176  0.14
C11 -2.90282 6.28049 -2.06718  -0.07
C12 -3.90342 5.77751 -1.04307  -0.20
O2 -3.58738 4.43449 -0.64651  0.01
C13 -2.60952 4.29930 0.30463  -0.32
O3 -2.00845 5.24487 0.80727  0.15
C14 -2.41238 2.82960 0.66674  -0.46
F1 -2.36190 2.01629 -0.42804  0.11
F2 -3.42658 2.35347 1.44509  0.14
F3 -1.26149 2.59759 1.36010  0.12
H15 -2.84520 5.59444 -2.91816  0.07
H16 -3.18508 7.27284 -2.42931  0.09
H17 -1.89718 6.34126 -1.63942  0.08
H18 -4.90247 5.75005 -1.49105  0.13
H19 -3.95968 6.44000 -0.17172  0.13
C15 -2.80748 3.08340 -8.12095  -0.06
C16 -4.07648 3.90505 -8.25339  -0.21
O4 -4.33581 4.63125 -7.04251  0.01
C17 -3.64385 5.80349 -6.88067  -0.32
O5 -2.83424 6.23824 -7.69529  0.15
C18 -4.05230 6.49301 -5.58155  -0.46
F4 -4.11829 5.63350 -4.52350  0.12
F5 -5.28352 7.07311 -5.67486  0.15
F6 -3.19380 7.48395 -5.20719  0.14
H20 -2.86131 2.43080 -7.24382  0.08
H21 -2.64919 2.46920 -9.01160  0.08
H22 -1.93296 3.72732 -7.98466  0.08
H23 -4.92960 3.23690 -8.41240  0.13
H24 -4.03325 4.58207 -9.11426  0.13
C19 4.17887 -5.87376 2.08416  -0.07
C20 3.91991 -6.66617 0.81607  -0.21
O6 4.34037 -8.02916 0.97834  0.01
C21 3.46283 -8.85943 1.62619  -0.33
O7 2.37479 -8.49671 2.06513  0.14
C22 4.01256 -10.28229 1.68321  -0.47
F7 5.32780 -10.32812 2.04464  0.14
F8 3.93005 -10.91193 0.47579  0.14
F9 3.35125 -11.07776 2.57149  0.14
H25 5.22900 -5.95616 2.38179  0.08
H26 3.93266 -4.81845 1.93834  0.04
H27 3.58148 -6.25661 2.91755  0.08
H28 4.51155 -6.24641 -0.00447  0.13
H29 2.86778 -6.61447 0.51331  0.12
C23 4.23280 -0.39339 1.71690  -0.08
C24 3.96270 1.05062 2.09754  -0.20
O8 4.38266 1.30357 3.44680  0.01
C25 5.71895 1.54985 3.62788  -0.33
O9 6.54336 1.55458 2.71772  0.14
C26 6.01542 1.85080 5.09469  -0.47
F10 5.39973 0.98240 5.94872  0.14
F11 5.59661 3.09775 5.45640  0.14
F12 7.34405 1.79497 5.39593  0.14
H30 3.76678 -1.07456 2.43591  0.05
H31 3.84332 -0.60994 0.71842  0.01
H32 5.30581 -0.60925 1.72420  0.08
H33 2.88531 1.24355 2.05835  0.11
H34 4.44023 1.74964 1.40136  0.13

- LUMO level: -0.5 eV
- HOMO level: -10.74 eV
- HOMO-LUMO gap: 10.21 eV

***

Entry 3:
ORCA calculation (the ωB97M-V functional and the def2-TZVPD basis) on a structure of composition C26H34N3O3S8Tc.

Each line ends with the Löwdin charge.
Element x y z (Å)
Tc1 -0.46954 -1.20051 -0.32563  0.72
C1 0.77347 -4.34152 1.47118  -0.48
C2 2.17826 -3.75905 1.56206  -0.55
S1 2.48755 -2.40084 2.70489  0.87
C3 1.91575 -3.08801 4.28079  -0.54
C4 0.94112 -2.15541 4.99711  -0.55
S2 -0.48232 -1.60457 4.03000  0.88
C5 -1.32507 -3.17602 3.71500  -0.51
C6 -1.79939 -3.34182 2.27466  -0.49
S3 -0.59039 -3.26293 0.92341  0.75
H1 0.46058 -4.78451 2.41604  0.06
H2 0.81284 -5.15549 0.74548  0.08
H3 2.47401 -3.35193 0.59449  0.00
H4 2.86081 -4.58666 1.77273  0.08
H5 2.77178 -3.27222 4.93281  0.07
H6 1.44984 -4.05602 4.09766  0.05
H7 1.44717 -1.22528 5.26345  0.07
H8 0.60760 -2.61663 5.93006  0.07
H9 -2.20372 -3.24949 4.35944  0.08
H10 -0.66398 -3.99502 3.99680  0.06
H11 -2.50333 -2.55124 2.00644  0.06
H12 -2.32851 -4.29297 2.18868  0.08
S4 0.10918 -1.24798 -7.03606  0.54
C7 0.57869 -1.18345 -5.44819  -1.12
S5 0.50677 -2.50702 -4.32536  0.98
C8 1.24286 -1.51554 -3.09270  -1.07
N1 1.53235 -0.33009 -3.48403  0.04
N2 1.11911 -0.13789 -4.77835  -0.15
C9 1.22090 1.19636 -5.27821  -0.22
C10 0.08298 1.83468 -5.74369  -0.02
C11 0.18841 3.14139 -6.19302  -0.07
C12 1.41168 3.79835 -6.15926  -0.10
C13 2.53704 3.15306 -5.66702  -0.09
C14 2.44422 1.84210 -5.22245  -0.02
S6 1.43554 -2.13422 -1.46526  0.51
H13 -0.86190 1.30934 -5.72705  0.11
H14 -0.69351 3.65385 -6.55482  0.10
H15 1.48496 4.82190 -6.50558  0.09
H16 3.48692 3.67043 -5.62456  0.10
H17 3.30072 1.31885 -4.81812  0.11
O1 -3.02072 1.18673 -2.09294  -0.37
S7 -2.13445 0.08424 -2.35660  0.14
O2 -0.75524 0.31386 -1.77892  -0.55
O3 -2.05914 -0.35891 -3.72794  -0.38
S8 -2.61730 -1.52761 -1.09129  0.32
C15 1.98239 1.81782 -1.01074  -0.07
C16 1.95614 2.02778 0.50355  -0.37
C17 2.67243 0.89299 1.23629  -0.09
C18 0.56566 2.30920 1.04940  -0.13
C19 0.30017 3.61422 1.44758  -0.05
C20 -0.92563 3.99624 1.96690  -0.09
C21 -1.91882 3.04625 2.10843  -0.05
C22 -1.71538 1.72488 1.73309  -0.14
C23 -2.84162 0.73132 1.94479  -0.40
C24 -3.21141 0.61285 3.42626  -0.08
C25 -4.07349 1.10027 1.11590  -0.07
C26 -0.46814 1.34968 1.18192  -0.22
N3 -0.25762 0.00341 0.90423  -0.15
H18 3.01869 1.79646 -1.36060  0.08
H19 1.45613 2.61817 -1.53354  0.09
H20 1.51817 0.88189 -1.30208  0.01
H21 2.51989 2.94582 0.70181  0.12
H22 2.16446 -0.05379 1.07310  0.00
H23 2.70531 1.07482 2.31405  0.08
H24 3.69853 0.79578 0.87155  0.08
H25 1.08604 4.35381 1.33765  0.10
H26 -1.10031 5.02427 2.25992  0.09
H27 -2.88096 3.33306 2.51789  0.11
H28 -2.49057 -0.24128 1.60188  0.06
H29 -3.64354 1.54595 3.79711  0.07
H30 -2.34307 0.37646 4.04144  0.02
H31 -3.96019 -0.17275 3.56713  0.07
H32 -4.49762 2.04876 1.45888  0.07
H33 -4.84427 0.33184 1.21993  0.08
H34 -3.82592 1.19954 0.06015  0.05

- Net charge: -1
- LUMO level (alpha / beta): 1.8 / 1.8 eV
- HOMO level (alpha / beta): -4.28 / -5.18 eV
- 2S+1: 2
- HOMO-LUMO gap (alpha / beta): 6.11 / 7.01 eV

***

Entry 4:
ORCA calculation (the ωB97M-V functional and the def2-TZVPD basis) on a structure of composition C26H35Br12N2O3P.

Each line ends with the Löwdin charge.
Element x y z (Å)
C1 -0.02875 -0.51093 4.54370  -0.13
N1 -0.19861 -1.10855 3.19790  -0.12
C2 -0.88105 -0.19033 2.26909  -0.17
C3 -2.10802 -0.80428 1.52604  -0.04
C4 -2.15648 -2.02147 0.91302  -0.06
C5 -0.91549 -2.95853 0.84781  -0.12
C6 0.05548 -2.42734 -0.28916  -0.15
C7 1.54025 -2.94757 -0.18001  -0.33
C8 1.81162 -4.09626 -1.26907  -0.07
C9 2.55052 -1.76882 -0.55512  -0.17
C10 2.65046 -0.83664 0.71405  -0.20
C11 3.22140 0.58640 0.43054  -0.23
C12 4.54145 0.87491 0.14037  -0.31
C13 5.58706 -0.26426 0.41836  -0.06
C14 4.94434 2.29102 -0.39206  -0.12
C15 -3.46175 -2.54752 0.23764  -0.25
O1 -3.47070 -3.53370 -0.47331  0.06
C16 -4.80068 -1.81956 0.45645  -0.05
C17 -6.10653 -2.34974 0.09631  -0.03
C18 -7.29724 -1.51455 0.32756  -0.07
C19 -7.25403 -0.17935 0.90042  -0.34
P1 -8.74195 0.93782 1.16179  0.82
N2 -8.72104 2.00014 -0.25821  -0.21
O2 -8.39903 1.95562 2.45286  -0.33
C20 -5.93297 0.33573 1.30583  -0.01
C21 -4.76637 -0.48605 1.07499  -0.06
C22 -3.39223 0.08291 1.49467  -0.26
O3 -3.33660 1.26960 1.76882  0.07
H1 0.75801 0.28576 4.60107  0.08
H2 0.28123 -1.34539 5.23444  0.08
H3 -1.03572 -0.17075 4.89299  0.09
H4 0.70477 -1.42230 2.84578  0.08
H5 -1.26868 0.66441 2.89229  0.12
H6 -0.21636 0.27915 1.49478  0.12
H7 -0.42206 -3.14924 1.82825  0.11
H8 -1.29384 -3.95923 0.48947  0.12
H9 0.01721 -1.30785 -0.28998  0.10
H10 -0.37941 -2.77433 -1.26683  0.12
H11 1.81370 -3.34800 0.83571  0.13
H12 2.80304 -3.87525 -1.75653  0.07
H13 1.06082 -4.07082 -2.10200  0.08
H14 1.90253 -5.11333 -0.81402  0.07
H15 3.57923 -2.13889 -0.78199  0.10
H16 2.10181 -1.22359 -1.42568  0.10
H17 1.61031 -0.69496 1.10632  0.06
H18 3.21515 -1.36812 1.53532  0.11
H19 2.51608 1.44789 0.51616  0.04
H20 5.18522 -0.92349 1.23672  0.07
H21 6.54635 0.15894 0.80055  0.08
H22 5.68982 -0.89240 -0.50062  0.08
H23 4.32838 2.51778 -1.29391  -0.06
H24 4.62249 3.05332 0.37502  0.09
H25 6.03887 2.40496 -0.57411  0.08
H26 -6.19715 -3.38037 -0.36149  -0.09
H27 -8.28241 -1.94933 0.03816  0.10
H28 -7.96333 2.67590 -0.05333  0.02
H29 -8.32496 1.44426 -1.03118  0.03
H30 -7.59178 2.48803 2.31091  0.04
H31 -5.76657 1.34167 1.76410  0.10
C23 1.15842 2.97422 -2.97263  -1.60
Br1 2.17446 1.83620 -1.77427  0.80
Br2 1.85360 2.91634 -4.77696  0.54
Br3 -0.73361 2.57259 -2.91520  0.57
H32 1.27676 3.99396 -2.61985  -0.06
C24 -7.56824 -6.62467 -0.68274  -1.59
Br4 -8.42341 -6.25962 1.01292  0.57
Br5 -6.24699 -5.27974 -1.12031  0.73
Br6 -6.82398 -8.40796 -0.74438  0.57
H33 -8.33836 -6.57460 -1.44501  -0.03
C25 5.65070 5.15874 -3.76166  -1.59
Br7 3.89519 5.17657 -2.95044  0.59
Br8 7.02767 5.67368 -2.50490  0.53
Br9 6.03706 3.45643 -4.59442  0.57
H34 5.64387 5.90417 -4.54975  -0.03
C26 10.60913 7.97009 -1.76897  -1.61
Br10 9.95000 9.74570 -1.38041  0.57
Br11 9.69925 6.62259 -0.72062  0.53
Br12 10.53892 7.57499 -3.66043  0.56
H35 11.65368 7.94727 -1.47757  -0.03

- LUMO level: -1.0 eV
- HOMO level: -8.72 eV
- HOMO-LUMO gap: 7.73 eV

***

In order of appearance, total energy = -3475.49347, -2995.92569, -4667.57249, -32576.29816 Ha.